# 1
{"formula": "C19H42N2O3P", "method": "the ωB97M-V functional and the def2-TZVPD basis", "species": ["C", "C", "P", "C", "C", "C", "C", "C", "N", "N", "H", "H", "H", "H", "H", "H", "H", "H", "H", "H", "H", "H", "C", "C", "O", "C", "C", "H", "H", "H", "H", "H", "H", "H", "H", "H", "H", "C", "C", "O", "C", "C", "H", "H", "H", "H", "H", "H", "H", "H", "H", "H", "C", "C", "O", "C", "C", "H", "H", "H", "H", "H", "H", "H", "H", "H", "H"], "positions_angstrom": [[8.22656, -2.00766, -0.53222], [7.69677, -3.18267, 0.42303], [6.62724, -2.57208, 1.87822], [5.68168, -0.96926, 1.39582], [7.79808, -2.19068, 3.35344], [9.29264, -2.07424, 3.00553], [10.15291, -1.81633, 4.30317], [9.24283, -1.75472, 5.55934], [7.86253, -1.84780, 5.70812], [7.15620, -2.06810, 4.60457], [8.82704, -2.50535, -1.37600], [8.95223, -1.28731, -0.01533], [7.35516, -1.46419, -1.05014], [7.00307, -3.84743, -0.21461], [8.55069, -3.80052, 0.89525], [5.84870, -0.12479, 2.15434], [4.56595, -1.25627, 1.47431], [5.85560, -0.66083, 0.31526], [9.75902, -2.16432, 1.97355], [11.28302, -1.70762, 4.28489], [9.81548, -1.60088, 6.54598], [6.12629, -2.17229, 4.69257], [3.66918, -0.67174, -3.12888], [2.98314, -1.13660, -1.85511], [2.79063, -0.09956, -0.90232], [1.99239, 1.00257, -1.32016], [0.57788, 0.61279, -1.71225], [4.64064, -0.22206, -2.89807], [3.82344, -1.51409, -3.80792], [3.08091, 0.07944, -3.65790], [3.61182, -1.88997, -1.37208], [2.03087, -1.62728, -2.07800], [2.49122, 1.54381, -2.13069], [1.94619, 1.69237, -0.47284], [0.56266, -0.07253, -2.56207], [0.00199, 1.49942, -1.98656], [0.07502, 0.11244, -0.88014], [-4.85366, -0.69958, -2.46001], [-3.59648, 0.11292, -2.19853], [-3.83119, 1.51164, -2.11817], [-4.71920, 1.94336, -1.09528], [-4.25451, 1.57842, 0.30418], [-5.33554, -0.37050, -3.38604], [-4.60987, -1.76146, -2.54776], [-5.58431, -0.59038, -1.65663], [-2.90149, -0.03923, -3.02829], [-3.08172, -0.23671, -1.29753], [-5.72835, 1.56444, -1.28715], [-4.77980, 3.03279, -1.17326], [-4.18257, 0.49790, 0.44272], [-4.95311, 1.96595, 1.04942], [-3.26435, 1.99977, 0.49972], [-10.65644, 1.22338, -0.96314], [-9.91233, 1.00663, 0.34384], [-8.54900, 1.40595, 0.29451], [-8.30287, 2.77477, 0.00124], [-8.91740, 3.73091, 1.00909], [-10.16213, 0.68522, -1.77820], [-11.68604, 0.86676, -0.87906], [-10.69055, 2.27769, -1.24315], [-9.91505, -0.06089, 0.57695], [-10.42272, 1.50447, 1.17427], [-8.63344, 3.00802, -1.01640], [-7.21700, 2.90472, 0.00872], [-10.00563, 3.64989, 1.03922], [-8.66510, 4.76323, 0.75581], [-8.54580, 3.51624, 2.01479]], "forces_ev_per_angstrom": [[0.511, -0.782, -0.618], [0.317, 0.946, -0.340], [-0.555, -0.340, 0.376], [-0.871, 0.021, 0.371], [0.707, 0.625, -2.340], [0.051, 0.660, 6.358], [-5.405, -1.026, -2.160], [0.834, 0.127, -0.357], [3.242, 0.071, -0.779], [3.563, -0.067, -2.624], [-0.856, 0.763, 1.166], [-1.304, -0.842, -0.665], [1.424, -0.688, 1.026], [1.129, 0.813, 1.294], [-1.418, 0.784, -0.967], [-0.017, -1.135, -1.340], [1.798, 0.439, -0.164], [0.034, -0.214, 1.570], [-1.134, 0.130, 1.521], [-1.744, -0.079, 0.330], [-1.340, -0.231, -1.615], [0.953, 0.066, -0.098], [0.044, 0.111, -0.029], [-0.045, 0.121, -0.127], [0.255, -0.115, 0.274], [-0.177, 0.068, -0.086], [-0.033, -0.137, -0.012], [-0.079, -0.070, -0.027], [-0.004, 0.053, 0.070], [-0.015, -0.090, -0.028], [-0.065, 0.114, 0.166], [-0.003, 0.018, -0.071], [-0.039, -0.039, -0.052], [0.160, -0.204, 0.016], [-0.014, 0.105, -0.040], [0.034, -0.060, 0.038], [0.027, 0.085, -0.038], [-0.159, 0.045, 0.006], [-0.132, -0.022, -0.011], [0.171, 0.131, -0.133], [-0.030, -0.076, 0.062], [0.105, -0.089, 0.042], [0.100, -0.057, 0.079], [0.005, 0.085, -0.018], [0.047, -0.071, 0.025], [-0.018, 0.240, 0.037], [-0.055, -0.056, 0.067], [0.009, -0.073, 0.081], [0.134, -0.114, -0.194], [-0.116, 0.036, 0.033], [0.031, -0.024, -0.053], [-0.083, 0.026, -0.020], [0.067, 0.068, -0.136], [-0.076, 0.026, -0.091], [0.229, -0.120, 0.023], [-0.105, 0.035, 0.054], [-0.094, -0.021, 0.102], [-0.074, 0.013, 0.112], [0.094, 0.000, 0.006], [-0.086, -0.012, 0.049], [0.223, 0.096, 0.021], [-0.045, 0.062, -0.034], [-0.062, 0.054, 0.015], [-0.093, -0.216, 0.025], [0.035, 0.073, -0.069], [0.004, -0.069, 0.008], [0.013, 0.026, -0.087]], "largest_force_ha_per_bohr": 0.1243, "spin_multiplicity": 1, "gap_ev": 5.388, "total_charge": 1}

---

# 2
{"formula": "C19H42NO13S", "method": "the ωB97M-V functional and the def2-TZVPD basis", "species": ["N", "H", "H", "H", "H", "S", "O", "O", "O", "O", "O", "C", "O", "C", "C", "C", "H", "H", "H", "H", "H", "H", "H", "H", "O", "C", "O", "C", "C", "C", "H", "H", "H", "H", "H", "H", "H", "H", "O", "C", "O", "C", "C", "C", "H", "H", "H", "H", "H", "H", "H", "H", "O", "C", "O", "C", "C", "C", "H", "H", "H", "H", "H", "H", "H", "H", "C", "C", "O", "C", "H", "H", "H", "H", "H", "H"], "positions_angstrom": [[6.01700, 60.31600, 6.62700], [5.82700, 61.02000, 7.05900], [6.33300, 60.50600, 5.85500], [5.30500, 59.66300, 6.56000], [6.80400, 59.84300, 6.95100], [8.71700, 62.20200, 6.62200], [9.78900, 63.08700, 6.42200], [8.19200, 62.18300, 7.99900], [7.53600, 62.65400, 5.80600], [8.93800, 60.86700, 6.22700], [5.67300, 58.57000, 9.13900], [5.88500, 58.67000, 10.30800], [6.83200, 59.40500, 10.93600], [7.70800, 60.29700, 10.20900], [8.55500, 60.95100, 11.25100], [5.05800, 57.91200, 11.38000], [7.14200, 61.07900, 9.57300], [8.32400, 59.66800, 9.48500], [7.98000, 61.44600, 12.10700], [9.17900, 61.85800, 10.82800], [9.16600, 60.23800, 11.64600], [4.55900, 56.98000, 11.01900], [4.41000, 58.63400, 11.84000], [5.75200, 57.57100, 12.19200], [6.76500, 58.94000, 2.51500], [7.32600, 59.93400, 1.97200], [7.38700, 60.20400, 0.71600], [6.64800, 59.48400, -0.25600], [7.61900, 59.41300, -1.44600], [7.97700, 60.92000, 2.85200], [5.86000, 59.70500, -0.62500], [6.55800, 58.43200, 0.02900], [8.55900, 58.91400, -1.07100], [7.94600, 60.43300, -1.51200], [7.23900, 58.94200, -2.19900], [9.04700, 61.16100, 2.53700], [7.87000, 60.76300, 3.79000], [7.20900, 61.73400, 2.54900], [5.12200, 64.89000, 7.76600], [6.20000, 64.99100, 7.41300], [6.86000, 66.21500, 7.04100], [6.04500, 67.39300, 7.15800], [7.04000, 68.60000, 7.00900], [7.17800, 63.81100, 7.47300], [5.52500, 67.36600, 8.08600], [5.35900, 67.55300, 6.26000], [7.44100, 68.60600, 5.97200], [7.75900, 68.73100, 7.59300], [6.33200, 69.48000, 6.85300], [6.65000, 62.75900, 7.57300], [7.91900, 64.05100, 8.47200], [7.80900, 63.87500, 6.47400], [6.63700, 56.94500, 5.89300], [7.10800, 56.49200, 6.94200], [8.32200, 56.74000, 7.38200], [9.33600, 57.51200, 6.67500], [10.64300, 56.83200, 6.67300], [6.27100, 55.80500, 7.96000], [9.33000, 58.49700, 7.12500], [8.96600, 57.69900, 5.53800], [10.68400, 56.04500, 6.15400], [10.99900, 56.59300, 7.59900], [11.35200, 57.38200, 6.23200], [6.56700, 54.82300, 7.96600], [5.33800, 56.01500, 7.78900], [7.02500, 56.00600, 8.90100], [3.06200, 63.29000, 10.19300], [3.49400, 62.58900, 8.91700], [3.74100, 61.23000, 8.99200], [3.48200, 63.33400, 7.59100], [1.82200, 62.96100, 10.39900], [3.38300, 64.40000, 10.32700], [3.70600, 62.89300, 11.07800], [2.64600, 64.01300, 7.71800], [3.36500, 62.81000, 6.63000], [4.25400, 64.17200, 7.46000]], "forces_ev_per_angstrom": [[-0.521, -11.462, 2.460], [-2.902, 10.598, 7.007], [3.903, 3.467, -11.390], [-2.074, -1.448, 0.106], [2.052, -0.918, 1.964], [-2.325, -1.155, 0.068], [2.886, 1.939, -0.145], [3.266, -3.465, 1.724], [0.102, -3.478, -5.228], [1.446, -5.027, -1.330], [0.417, 0.440, -1.031], [-0.186, -0.550, 1.899], [-0.880, -0.438, -0.368], [-0.655, 0.643, -2.287], [-0.624, 4.483, -0.422], [1.633, -0.930, 0.186], [0.706, -1.502, 1.098], [-0.676, 0.921, 0.839], [0.319, -0.909, -1.218], [-1.116, -2.091, 0.425], [2.009, -1.755, 1.338], [0.151, 1.192, -0.100], [-0.676, 0.139, 0.079], [-0.452, 0.410, -0.653], [0.755, 2.225, -2.461], [-0.955, -4.346, 4.973], [-1.041, 1.305, -2.114], [11.371, -6.205, 2.752], [3.519, 2.265, 6.345], [0.339, 3.203, -7.745], [-10.369, 4.483, -3.164], [-0.272, 0.194, 0.729], [-0.971, 0.092, -0.558], [0.028, 0.616, -1.275], [-2.136, -2.360, -4.897], [-1.634, 0.032, 0.428], [-0.401, -1.355, 6.219], [1.817, -0.044, 0.878], [-4.241, 5.387, 2.797], [10.476, -0.615, -1.434], [-2.185, -1.141, 0.299], [2.045, 0.884, -2.074], [-8.136, -0.366, -6.909], [-1.571, 5.996, 3.417], [-0.628, 0.196, 0.667], [0.429, -0.743, 1.282], [0.068, -0.657, 0.549], [5.749, 0.999, 5.558], [1.022, -0.497, 1.034], [-0.180, 3.829, 0.210], [-2.533, 0.121, -2.506], [-1.637, 1.784, 2.916], [0.878, -0.731, 1.252], [-1.534, 2.048, -2.225], [1.507, -0.472, 0.425], [-2.385, 1.008, -3.331], [-2.259, 3.655, 3.078], [8.554, 0.635, 2.646], [0.178, 0.171, 0.132], [0.695, -0.504, 2.675], [-0.441, -6.579, -4.071], [0.760, -0.489, 2.845], [2.546, 2.887, -1.534], [-0.162, -3.020, -0.768], [-5.225, 1.167, 0.173], [-3.182, 0.424, -1.199], [-0.460, -0.288, 2.413], [0.941, -6.174, -1.693], [-0.994, 7.144, -0.326], [-2.782, -2.107, 0.969], [3.824, 1.432, -0.542], [-1.426, -1.548, -1.033], [-1.433, -0.112, -1.514], [-0.662, 0.235, -0.166], [0.020, -0.576, 0.766], [-1.487, -2.594, 0.091]], "largest_force_ha_per_bohr": 0.2575, "spin_multiplicity": 1, "gap_ev": 6.183, "total_charge": -1}

---

# 3
{"formula": "C19H42NO2P3Ru", "method": "the ωB97M-V functional and the def2-TZVPD basis", "species": ["Ru", "P", "P", "P", "H", "C", "C", "H", "C", "C", "C", "C", "C", "C", "C", "C", "C", "H", "H", "H", "H", "H", "H", "H", "H", "H", "H", "H", "H", "H", "H", "H", "H", "H", "H", "H", "H", "H", "H", "H", "H", "H", "H", "H", "H", "H", "C", "C", "C", "C", "C", "C", "O", "H", "H", "H", "H", "H", "H", "C", "C", "N", "O", "H", "H", "H", "H", "H"], "positions_angstrom": [[-0.01046, -0.44664, -1.05218], [-1.61111, -1.91648, -0.15536], [1.10374, -0.53625, 1.11853], [1.43288, -1.95622, -1.98145], [-0.84873, 1.35118, -3.16380], [-0.40134, 0.35441, -3.09776], [-1.34547, -0.60871, -2.46045], [-2.32883, -0.17666, -2.25595], [-2.80735, -0.74575, 0.59477], [-1.28920, -3.16471, 1.15239], [-2.68154, -2.97481, -1.21400], [2.30490, 0.77017, 1.56575], [-0.00178, -0.34376, 2.55526], [2.07443, -2.02754, 1.59688], [1.37206, -2.25887, -3.79021], [1.38568, -3.66929, -1.33626], [3.17058, -1.41203, -1.74465], [-0.13274, -0.00876, -4.09020], [-1.43031, -1.54253, -3.02832], [-2.49418, 0.29620, 0.45016], [-2.89285, -0.94046, 1.66928], [-3.78392, -0.90053, 0.12031], [-1.25559, -2.72432, 2.15118], [-0.35897, -3.71045, 0.97220], [-2.11593, -3.88689, 1.13442], [-3.26491, -2.37458, -1.92354], [-3.36723, -3.53362, -0.56064], [-2.06617, -3.69483, -1.77092], [2.77821, 0.52369, 2.52656], [1.77627, 1.72613, 1.66432], [3.07985, 0.86566, 0.79743], [0.55960, -0.57724, 3.47032], [-0.88662, -0.98003, 2.50473], [-0.35308, 0.70221, 2.59235], [3.00911, -2.07954, 1.02810], [1.50608, -2.95042, 1.44987], [2.31768, -1.93666, 2.66426], [1.83774, -3.23218, -4.01109], [1.92392, -1.47289, -4.32670], [0.33663, -2.27514, -4.15361], [1.63488, -4.36043, -2.15211], [0.38411, -3.91913, -0.96551], [2.11516, -3.79752, -0.52876], [3.72280, -1.57643, -2.67864], [3.65583, -1.98157, -0.94562], [3.21830, -0.34416, -1.49966], [-0.14835, 3.99877, -0.15695], [1.09496, 4.59904, -0.80412], [2.10149, 3.55420, -1.01565], [1.73881, 2.23952, -1.16827], [0.44166, 1.77977, -0.84155], [-0.54625, 2.65222, -0.49290], [-0.57664, 4.78263, 0.70386], [1.26591, 5.34070, -0.01013], [0.81005, 5.12107, -1.73513], [3.13428, 3.87432, -1.16193], [2.47065, 1.51877, -1.54300], [0.60141, 0.46871, -2.58075], [-1.57329, 2.34220, -0.31689], [-2.34299, 2.44836, 4.43694], [-1.93486, 2.93493, 3.07191], [-2.30582, 4.18438, 2.75439], [-1.31047, 2.22958, 2.25188], [-1.86331, 3.06993, 5.20424], [-3.43071, 2.52903, 4.55510], [-2.03121, 1.40801, 4.56166], [-1.83183, 4.60379, 1.93889], [-2.73564, 4.76849, 3.45672]], "forces_ev_per_angstrom": [[2.748, 1.317, 1.854], [-2.425, -0.960, 1.050], [0.686, -0.498, 2.358], [2.418, -2.703, -0.967], [0.430, -0.096, 0.130], [-1.005, 0.631, -1.403], [-2.180, -0.191, -1.837], [0.010, -0.155, -0.050], [0.036, 0.143, -0.029], [0.682, 0.021, 0.207], [0.439, 0.321, -0.668], [0.120, 0.488, -0.781], [-0.623, 0.155, -0.133], [-0.079, -0.271, -0.436], [-0.583, 0.701, -0.310], [-0.343, -0.065, 0.363], [0.052, 0.402, 0.134], [0.293, -0.032, 0.045], [-0.154, 0.088, 0.449], [-0.161, -0.172, 0.149], [-0.074, 0.069, -0.228], [0.148, 0.092, 0.127], [0.074, -0.182, -0.238], [-0.250, -0.029, 0.127], [0.174, 0.254, -0.111], [0.096, -0.252, 0.176], [0.221, 0.293, -0.113], [-0.222, 0.050, 0.081], [-0.226, -0.146, -0.250], [0.124, -0.205, 0.024], [0.013, 0.008, 0.258], [0.005, -0.022, -0.313], [0.296, 0.217, 0.155], [0.221, -0.496, -0.025], [-0.188, 0.006, 0.199], [0.171, 0.209, 0.104], [-0.087, 0.095, -0.273], [-0.088, 0.339, 0.261], [-0.196, -0.197, 0.136], [0.257, -0.170, -0.074], [-0.031, 0.205, 0.196], [0.303, -0.112, -0.162], [-0.216, 0.018, -0.186], [-0.135, -0.007, 0.163], [-0.139, 0.111, -0.183], [0.177, -0.297, -0.069], [-0.024, 3.277, 1.076], [-0.551, -1.028, 0.975], [0.388, 1.200, -0.601], [0.455, -1.018, 0.103], [-1.269, 0.286, 0.187], [-0.779, -0.839, 0.904], [-0.278, -2.386, -1.557], [1.186, 0.401, -0.749], [0.178, -0.018, 0.032], [-0.063, -0.195, -0.012], [-0.040, 0.410, 0.086], [0.484, 0.265, -0.463], [0.025, 0.184, 0.109], [0.211, -0.623, 0.181], [-1.119, 2.263, 0.030], [0.879, -0.920, -0.104], [0.225, -0.256, -0.449], [-0.069, -0.121, -0.204], [0.218, 0.000, -0.107], [-0.143, 0.218, 0.119], [-0.644, -0.126, 0.563], [-0.065, 0.050, -0.025]], "largest_force_ha_per_bohr": 0.0730, "spin_multiplicity": 5, "s_squared": 6.05, "gap_ev": [6.798, 3.174], "total_charge": 4}